# 1
72
Properties=species:S:1:pos:R:3 method="wB97M-V/def2-TZVPD" smiles="NC(N)=O.NC(N)=O.NC(N)=O.NC(N)=O.NC(N)=O.NC(N)=O.NC(N)=O.NC(N)=O.NC(N)=O" e_above_lowest_kcal_mol=48.8 orbital_gap_ev=8.757 multiplicity=1
N -6.184 -1.737 -0.916
C -5.635 -1.384 -2.119
N -4.439 -1.944 -2.412
O -6.137 -0.507 -2.813
H -6.955 -1.243 -0.514
H -5.742 -2.469 -0.388
H -3.922 -2.524 -1.780
H -4.042 -1.505 -3.226
N -0.019 0.189 0.641
C -0.034 -0.607 -0.474
N -1.308 -0.893 -0.821
O 0.949 -0.962 -1.131
H -0.888 0.329 1.149
H 0.797 0.736 0.859
H -1.937 -0.335 -0.274
H -1.539 -1.446 -1.620
N 3.712 -1.441 0.268
C 4.171 -0.548 1.170
N 5.206 -1.000 1.946
O 3.555 0.493 1.439
H 4.150 -2.287 -0.056
H 2.821 -1.178 -0.114
H 5.577 -0.472 2.708
H 5.602 -1.844 1.574
N 2.380 -3.329 -2.690
C 3.103 -4.296 -2.084
N 3.350 -5.405 -2.867
O 3.817 -4.120 -1.093
H 1.979 -2.584 -2.130
H 1.736 -3.748 -3.349
H 4.158 -5.953 -2.645
H 2.931 -5.477 -3.775
N 2.289 0.025 -4.486
C 1.034 0.159 -4.956
N 0.091 -0.492 -4.242
O 0.749 0.722 -6.022
H 3.029 0.545 -4.917
H 2.450 -0.449 -3.617
H -0.872 -0.568 -4.501
H 0.365 -1.084 -3.474
N 1.398 -0.039 3.686
C 1.221 -0.810 4.785
N 0.891 -0.081 5.894
O 1.262 -2.039 4.859
H 0.965 0.853 3.531
H 1.493 -0.634 2.870
H 0.747 0.910 5.889
H 1.040 -0.586 6.752
N -0.511 4.319 -3.195
C 0.299 3.493 -2.505
N 0.056 3.435 -1.152
O 1.309 3.009 -3.014
H -0.449 4.515 -4.175
H -1.376 4.505 -2.714
H -0.842 3.692 -0.797
H 0.796 2.950 -0.672
N -4.529 -0.132 2.056
C -3.333 0.372 2.468
N -3.497 1.285 3.487
O -2.233 -0.074 2.151
H -5.340 0.279 2.468
H -4.572 -0.969 1.506
H -4.406 1.553 3.807
H -2.704 1.796 3.854
N 1.007 4.124 3.440
C -0.024 3.301 3.105
N -0.348 3.380 1.786
O -0.564 2.536 3.906
H 1.453 4.664 2.721
H 1.529 4.042 4.292
H 0.061 4.103 1.225
H -1.147 2.881 1.438

***

# 2
44
Properties=species:S:1:pos:R:3 method="wB97M-V/def2-TZVPD" total_charge=-1 orbital_gap_ev=3.692 multiplicity=1
C 6.334 -0.064 -2.852
C 4.861 -0.378 -2.829
O 4.591 -1.202 -1.671
C 3.303 -1.612 -1.610
C 3.069 -2.511 -0.458
N 1.844 -2.749 -0.159
C 1.259 -3.280 0.866
C -0.124 -3.705 0.798
C -0.866 -3.993 1.966
C -2.193 -4.398 1.876
C -2.789 -4.546 0.614
Cl -4.410 -5.075 0.503
C -2.066 -4.264 -0.555
C -0.745 -3.823 -0.459
O 2.442 -1.283 -2.406
H 6.483 0.868 -3.401
H 6.748 0.038 -1.845
H 6.879 -0.852 -3.381
H 4.260 0.536 -2.755
H 4.572 -0.919 -3.739
H 3.945 -3.019 -0.031
H 1.783 -3.388 1.835
H -0.375 -3.877 2.932
H -2.774 -4.605 2.767
H -2.539 -4.386 -1.521
H -0.170 -3.567 -1.347
O 4.462 -1.747 6.969
N 5.293 -2.167 6.145
O 6.333 -2.781 6.485
C 5.116 -1.984 4.711
C 6.087 -2.516 3.858
C 5.986 -2.350 2.453
N 7.061 -2.774 1.586
O 8.061 -3.327 2.085
O 6.952 -2.562 0.355
C 4.878 -1.728 1.850
C 3.887 -1.279 2.700
N 2.741 -0.520 2.403
O 2.200 -0.194 1.358
O 2.274 -0.038 3.638
N 3.022 -0.532 4.691
C 3.978 -1.297 4.108
H 6.950 -3.035 4.273
H 4.822 -1.533 0.783

***

# 3
24
Properties=species:S:1:pos:R:3 method="wB97M-V/def2-TZVPD" total_charge=+1 e_above_lowest_kcal_mol=100.6 orbital_gap_ev="6.793 / 6.791" multiplicity=1
C -2.591 -1.421 2.644
C -2.418 -0.681 1.515
C -1.159 -0.662 0.882
C -0.749 0.312 0.052
C -1.262 1.653 0.377
C -0.744 2.805 -0.019
C 0.256 2.798 -0.972
C 0.868 1.699 -1.417
C 0.370 0.387 -0.905
C 0.898 -0.683 -1.476
N 1.748 -1.613 -1.684
C 2.876 -1.944 -0.872
H -3.424 -1.603 3.236
H -1.735 -1.818 2.978
H -3.149 -0.121 0.946
H -0.625 -1.616 0.912
H -2.044 1.544 1.214
H -1.022 3.823 0.312
H 0.768 3.772 -1.328
H 1.777 1.751 -2.112
H 1.817 -2.140 -2.531
H 3.298 -2.952 -1.173
H 3.541 -1.173 -0.732
H 2.705 -2.116 0.149

***

# 4
92
Properties=species:S:1:pos:R:3 method="wB97M-V/def2-TZVPD" e_above_lowest_kcal_mol=68.7 orbital_gap_ev=7.661 multiplicity=1
Ca 2.360 2.810 -1.021
N 4.348 -1.809 -2.416
C 3.940 -2.053 -3.781
C 2.652 -1.255 -4.141
C 2.431 0.058 -3.335
C 1.378 0.971 -3.989
N 0.809 2.002 -3.063
H 4.575 -0.848 -2.266
H 5.111 -2.431 -2.138
H 3.825 -3.114 -3.997
H 4.728 -1.788 -4.511
H 1.795 -1.920 -3.931
H 2.669 -1.013 -5.218
H 3.337 0.695 -3.252
H 2.113 -0.277 -2.315
H 0.613 0.329 -4.480
H 1.860 1.539 -4.826
H -0.215 1.948 -2.906
H 0.864 2.911 -3.540
S 6.900 3.840 -2.985
C 7.061 2.677 -1.758
C 5.872 2.206 -1.251
C 4.682 2.850 -1.794
C 5.054 3.763 -2.768
C 4.179 4.660 -3.569
C 4.602 5.443 -4.686
C 3.821 6.500 -5.080
C 2.541 6.640 -4.536
C 2.164 5.742 -3.504
N 2.926 4.744 -3.093
H 8.032 2.320 -1.393
H 5.871 1.462 -0.475
H 5.542 5.202 -5.180
H 4.178 7.289 -5.726
H 1.883 7.425 -4.803
H 1.237 5.904 -2.903
F 0.354 3.155 1.641
B 0.912 4.341 1.064
F 0.543 5.502 1.680
F 2.315 4.311 1.051
F 0.510 4.187 -0.359
N 3.041 -1.102 0.610
C 2.319 0.046 0.741
N 1.669 0.212 1.911
O 2.346 0.949 -0.122
H 3.073 -1.776 1.309
H 3.256 -1.413 -0.311
H 2.023 -0.251 2.768
H 1.196 1.102 2.087
C -4.540 -1.232 -1.001
C -4.969 -2.388 -0.152
C -6.029 -3.226 -0.671
C -6.463 -4.318 0.081
C -5.835 -4.666 1.284
C -4.729 -3.958 1.762
C -4.331 -2.820 1.031
Sb -2.641 -1.634 1.788
C -3.880 -0.346 3.006
C -5.267 -0.510 3.020
C -5.987 0.138 4.001
C -5.324 1.075 4.885
C -3.969 1.334 4.771
C -3.205 0.584 3.864
C -1.721 0.826 3.822
C -1.794 -3.143 3.083
C -2.384 -3.119 4.343
C -1.998 -4.162 5.221
C -1.136 -5.152 4.829
C -0.554 -5.122 3.572
C -0.888 -4.091 2.647
C -0.470 -4.021 1.232
H -5.383 -0.771 -1.585
H -3.756 -1.458 -1.694
H -4.217 -0.334 -0.487
H -6.556 -2.855 -1.616
H -7.403 -4.806 -0.150
H -6.243 -5.470 1.924
H -4.289 -4.133 2.712
H -5.792 -1.103 2.284
H -7.014 -0.077 4.078
H -5.865 1.801 5.525
H -3.443 2.041 5.446
H -1.304 1.171 2.874
H -1.239 -0.134 4.065
H -1.431 1.557 4.587
H -3.112 -2.403 4.667
H -2.363 -4.109 6.231
H -0.850 -5.995 5.474
H 0.184 -5.867 3.307
H 0.454 -4.565 0.926
H -0.247 -2.966 1.073
H -1.317 -4.256 0.501

***

Ordered DFT total energy results: -55175.0169; -54182.9314; -13080.1714; -93856.5096; unit eV.